The following is a quantum chemistry calculation of a 6-piece molecular cluster, C28H69F9N3O26P6S2 overall, from the Open Molecules 2025 dataset.

maximum force: 7.007 eV/Å
E_HOMO: -0.4035 Ha
total energy: -6971.54567 hartree
LUMO energy: -4.91 eV

Structure (ORCA input):
```
! RIJCOSX wB97M-V def2-TZVPD def2/J DEFGRID3
* xyz 1 1
C 7.152 -1.878 -0.371
C 6.204 -0.825 0.226
O 4.815 -1.203 -0.008
N 4.052 -0.152 -0.489
C 3.318 0.393 0.484
N 3.855 0.536 1.724
N 2.021 0.834 0.166
C 0.957 -0.173 0.500
C 1.476 -1.459 1.160
C 0.365 -2.464 1.502
F -0.415 -1.922 2.456
F 1.023 -3.490 2.105
C -0.369 -3.086 0.261
F -0.350 -4.413 0.371
F 0.384 -2.824 -0.833
S -2.153 -2.551 -0.070
F -2.589 -3.014 1.365
F -2.470 -4.001 -0.642
F -1.783 -2.130 -1.567
F -1.882 -1.059 0.367
F -3.653 -2.169 -0.360
C 1.984 1.341 -1.179
C 0.620 1.884 -1.648
S -0.380 2.734 -0.415
O -1.494 1.871 -0.126
O -0.891 3.969 -0.928
P 3.230 2.795 -1.194
C 3.560 3.159 -2.965
O 2.539 4.148 -0.568
O 2.433 0.459 -2.184
C 3.277 -0.540 -1.701
C 4.152 -1.103 -2.828
C 3.632 -2.500 -3.185
O 2.294 -2.318 -3.640
H 7.562 -1.475 -1.296
H 6.583 -2.787 -0.573
H 7.946 -2.112 0.335
H 6.376 -0.770 1.302
H 6.409 0.160 -0.190
H 3.702 -0.121 2.467
H 4.463 1.323 1.880
H 0.376 -0.457 -0.376
H 0.277 0.290 1.216
H 1.939 -1.239 2.124
H 2.211 -2.018 0.575
H 0.029 1.039 -2.018
H 0.731 2.551 -2.506
H 0.313 2.847 0.754
H 4.539 2.722 -3.164
H 3.662 4.240 -3.077
H 2.814 2.730 -3.634
H 2.353 4.065 0.373
H 2.646 -1.385 -1.392
H 5.185 -1.249 -2.510
H 4.056 -0.495 -3.727
H 4.271 -3.008 -3.909
H 3.564 -3.104 -2.269
H 1.798 -3.127 -3.499
C -9.447 -2.253 0.943
O -9.084 -1.399 -0.143
P -9.201 -2.066 -1.652
O -10.504 -2.775 -1.594
O -7.930 -3.062 -1.427
C -6.685 -2.496 -1.009
O -8.928 -2.057 -3.299
C -9.445 -0.927 -4.033
H -8.967 -1.854 1.836
H -10.525 -2.239 1.082
H -9.105 -3.275 0.782
H -6.493 -2.785 0.026
H -6.682 -1.407 -1.076
H -5.892 -2.892 -1.642
H -8.976 -0.003 -3.695
H -10.528 -0.859 -3.911
H -9.210 -1.076 -5.083
C -2.976 4.140 -6.032
O -1.928 4.921 -6.606
P -0.547 4.104 -6.992
O -1.063 2.870 -7.634
O -0.123 3.868 -5.433
C -0.043 5.002 -4.561
O 1.056 4.047 -7.455
C 1.390 4.698 -8.701
H -3.623 4.827 -5.488
H -3.550 3.655 -6.818
H -2.587 3.394 -5.339
H -0.869 4.961 -3.851
H -0.088 5.946 -5.103
H 0.899 4.957 -4.012
H 1.180 5.766 -8.644
H 0.826 4.254 -9.524
H 2.453 4.558 -8.877
C -2.053 4.375 4.159
O -2.231 5.305 3.094
P -3.785 5.864 2.889
O -4.203 6.142 4.286
O -4.333 4.441 2.333
C -3.651 3.846 1.219
O -4.971 6.682 2.046
C -4.708 8.065 1.731
H -1.142 3.813 3.944
H -1.929 4.906 5.100
H -2.890 3.682 4.230
H -3.104 2.971 1.566
H -2.948 4.537 0.754
H -4.386 3.535 0.479
H -3.836 8.152 1.084
H -4.548 8.639 2.646
H -5.575 8.458 1.207
C 10.178 -2.644 3.751
O 10.261 -1.447 4.523
P 10.009 -0.035 3.702
O 8.828 -0.368 2.854
O 11.413 -0.162 2.898
C 12.625 -0.324 3.653
O 10.056 1.623 3.509
C 9.306 2.413 4.456
H 10.729 -3.410 4.294
H 9.139 -2.955 3.656
H 10.622 -2.517 2.765
H 12.997 -1.339 3.517
H 12.475 -0.145 4.718
H 13.365 0.380 3.278
H 9.691 2.269 5.465
H 8.248 2.144 4.424
H 9.421 3.459 4.184
C -6.255 -4.517 4.927
O -6.312 -5.462 3.859
P -5.522 -6.892 4.122
O -5.918 -7.230 5.512
O -4.041 -6.212 4.036
C -3.716 -5.437 2.881
O -4.902 -8.355 3.612
C -5.833 -9.273 3.000
H -6.452 -3.536 4.494
H -7.024 -4.742 5.662
H -5.276 -4.507 5.403
H -3.669 -4.385 3.163
H -4.452 -5.555 2.085
H -2.740 -5.751 2.510
H -6.251 -8.845 2.089
H -6.638 -9.518 3.696
H -5.289 -10.179 2.745
*
```

Results of the Löwdin charge analysis, in e, for atoms 1 through 5: -0.0415, -0.1872, -0.0635, 0.0521, -0.3154